No. 1
{
  "formula": "C26H18ClHfN4O7",
  "method": "the ωB97M-V functional and the def2-TZVPD basis",
  "max_force_ha_per_bohr": 0.015,
  "e_homo_ev": -11.4408,
  "gap_ev": 7.565,
  "charge": 1,
  "elements": ["Hf", "C", "O", "C", "C", "C", "C", "C", "C", "N", "N", "C", "O", "C", "C", "C", "C", "C", "C", "C", "O", "H", "H", "H", "H", "H", "H", "H", "H", "H", "H", "H", "H", "O", "C", "O", "C", "C", "Cl", "N", "N", "C", "C", "O", "O", "C", "C", "C", "C", "C", "C", "H", "H", "H", "H", "H", "H"],
  "xyz": [[-0.2009, 0.3537, 0.3941], [-4.7114, -2.9612, -0.1954], [-4.0009, -1.7387, 0.0176], [-3.7665, -1.3773, 1.3065], [-4.7555, -1.2857, 2.2749], [-4.4602, -0.8670, 3.5656], [-3.1703, -0.5125, 3.8955], [-2.1502, -0.5548, 2.9328], [-0.8283, -0.1528, 3.3603], [0.1306, 0.1064, 2.5362], [1.3837, 0.4399, 3.0176], [2.1995, 0.5870, 2.0193], [1.8053, 0.4145, 0.7548], [3.5961, 0.9853, 2.2386], [4.4733, 1.0816, 1.1604], [5.7880, 1.4600, 1.3743], [6.2298, 1.7420, 2.6588], [5.3575, 1.6453, 3.7356], [4.0436, 1.2677, 3.5307], [-2.4550, -1.0091, 1.6273], [-1.4945, -1.1219, 0.6783], [-4.9728, -2.9796, -1.2492], [-5.6230, -3.0143, 0.3983], [-4.0700, -3.8118, 0.0434], [-5.7731, -1.5396, 2.0099], [-5.2464, -0.8111, 4.3046], [-2.9345, -0.1811, 4.8981], [-0.6389, -0.0571, 4.4270], [4.1239, 0.8609, 0.1614], [6.4701, 1.5361, 0.5384], [7.2570, 2.0390, 2.8229], [5.7060, 1.8668, 4.7350], [3.3564, 1.1909, 4.3612], [-2.9361, 3.9950, -3.4611], [-2.2857, 3.0730, -4.1428], [-2.2835, 3.0384, -5.3402], [-1.4826, 2.0590, -3.3677], [-0.8172, 0.9810, -3.9661], [-0.8661, 0.4945, -5.5754], [-0.1606, 0.2891, -3.0015], [-0.4174, 0.8425, -1.8072], [-1.2025, 1.9041, -2.0080], [-1.6335, 2.6516, -0.7780], [-2.3892, 3.5852, -0.8287], [-1.1380, 2.1542, 0.3413], [0.7448, -0.8195, -3.0595], [1.5458, -1.0202, -4.1745], [2.4200, -2.0968, -4.2018], [2.5214, -2.9584, -3.1236], [1.7583, -2.7246, -1.9900], [0.8754, -1.6567, -1.9557], [-2.8215, 3.9338, -2.4893], [1.5150, -0.3453, -5.0124], [3.0347, -2.2470, -5.0785], [3.2041, -3.7958, -3.1563], [1.8465, -3.3665, -1.1248], [0.2994, -1.5722, -1.0329]]
}

No. 2
{
  "formula": "C26H18F6I2N2O9",
  "method": "the ωB97M-V functional and the def2-TZVPD basis",
  "smiles": "C[C@@H](I)[C@@H](I)C1=CC(=O)C=C(C(=O)C(F)(F)C(F)(F)C(F)(F)C(=O)O)C1=O.O=[N+]([O-])c1ccccc1.O=[N+]([O-])c1ccccc1",
  "max_force_ha_per_bohr": 0.044,
  "e_homo_ev": -9.6189,
  "gap_ev": 7.771,
  "elements": ["C", "C", "I", "C", "I", "C", "C", "C", "O", "C", "C", "C", "O", "C", "F", "F", "C", "F", "F", "C", "F", "F", "C", "O", "O", "C", "O", "H", "H", "H", "H", "H", "H", "H", "H", "C", "C", "C", "C", "C", "C", "N", "O", "O", "H", "H", "H", "H", "H", "C", "C", "C", "C", "C", "C", "N", "O", "O", "H", "H", "H", "H", "H"],
  "xyz": [[5.4771, -2.7483, -0.8264], [4.1784, -2.5575, -1.6317], [2.4574, -2.7263, -0.3575], [4.1692, -1.2656, -2.4805], [3.5600, -1.7647, -4.4803], [3.4836, -0.0827, -1.8277], [4.1730, 0.6319, -0.9262], [3.5455, 1.7618, -0.2123], [4.1645, 2.7160, 0.1843], [2.0729, 1.6725, -0.0491], [1.3374, 0.9961, -0.9450], [-0.1492, 1.0176, -0.6981], [-0.5646, 1.4146, 0.3376], [-1.2376, 0.6506, -1.7642], [-0.9577, 1.3148, -2.9116], [-2.4376, 1.1175, -1.3092], [-1.4860, -0.8600, -2.0890], [-2.2562, -0.9191, -3.1976], [-0.2898, -1.4669, -2.3472], [-2.1770, -1.6536, -0.9302], [-1.9044, -1.0296, 0.2459], [-3.5245, -1.6649, -1.1214], [-1.6962, -3.1176, -0.8449], [-1.3401, -3.5870, 0.1610], [-1.8486, -3.7411, -2.0205], [2.0723, 0.3835, -2.1186], [1.6385, 0.4113, -3.2349], [5.3350, -2.5939, 0.2494], [6.2545, -2.0595, -1.1673], [5.8453, -3.7701, -0.9556], [4.0350, -3.4063, -2.3008], [5.2130, -0.9641, -2.6115], [5.2177, 0.4247, -0.7017], [1.6248, 2.2068, 0.7853], [-1.0036, -4.1427, -2.2961], [-4.1226, -3.3309, 3.2059], [-2.7731, -3.0036, 3.2211], [-2.0286, -3.1864, 4.3755], [-2.6602, -3.6980, 5.4932], [-4.0018, -4.0306, 5.5034], [-4.7351, -3.8413, 4.3431], [-1.8707, -3.9012, 6.7240], [-0.6975, -3.5849, 6.6995], [-2.4407, -4.3747, 7.6873], [-4.6996, -3.1885, 2.3015], [-2.2966, -2.6122, 2.3335], [-0.9785, -2.9395, 4.4125], [-4.4548, -4.4265, 6.3994], [-5.7865, -4.0941, 4.3289], [-2.5452, 5.8618, -1.2214], [-1.7283, 6.9822, -1.1386], [-0.3599, 6.8639, -1.3220], [0.1589, 5.6106, -1.5853], [-0.6338, 4.4844, -1.6806], [-1.9999, 4.6138, -1.4927], [1.6156, 5.4672, -1.7749], [2.2916, 6.4726, -1.7149], [2.0551, 4.3488, -1.9733], [-3.6126, 5.9622, -1.0768], [-2.1562, 7.9528, -0.9284], [0.2953, 7.7193, -1.2567], [-0.1817, 3.5336, -1.9106], [-2.6342, 3.7408, -1.5589]]
}

No. 3
{
  "formula": "C26H18IrN2O6S3",
  "method": "the ωB97M-V functional and the def2-TZVPD basis",
  "multiplicity": 2,
  "max_force_ha_per_bohr": 0.093,
  "e_homo_ev": [-8.6488, -8.5693],
  "gap_ev": [7.669, 7.201],
  "s2": 0.76,
  "elements": ["Ir", "S", "C", "C", "C", "C", "C", "N", "H", "H", "H", "H", "O", "S", "O", "O", "C", "C", "C", "C", "C", "C", "S", "O", "O", "O", "H", "H", "H", "H", "C", "C", "C", "C", "C", "C", "C", "C", "C", "C", "C", "C", "C", "C", "C", "N", "H", "H", "H", "H", "H", "H", "H", "H", "H", "H"],
  "xyz": [[0.2670, 0.5597, 0.5697], [1.8198, 1.0508, 2.2946], [1.8605, 2.5654, 1.5152], [2.6493, 3.6991, 1.7162], [2.4299, 4.7657, 0.8763], [1.4581, 4.6900, -0.1351], [0.7184, 3.5423, -0.2626], [0.9326, 2.5236, 0.5841], [3.3942, 3.7162, 2.4985], [3.0089, 5.6722, 0.9967], [1.2809, 5.5181, -0.8052], [-0.0540, 3.3992, -1.0031], [2.1318, 1.0525, -0.9845], [2.5113, -0.3608, -1.1123], [3.9224, -0.5869, -1.2261], [1.8518, -1.0882, -0.0057], [1.7815, -0.8905, -2.6645], [2.6516, -1.5356, -3.5278], [2.2540, -1.8769, -4.8141], [0.9872, -1.5504, -5.2516], [0.0970, -0.9205, -4.3918], [0.4722, -0.5894, -3.0988], [-0.8814, -0.0097, -2.0633], [-0.5964, 1.3287, -1.5086], [-2.0601, -0.0674, -2.8776], [-0.8800, -0.9514, -0.9162], [3.6498, -1.7540, -3.1767], [2.9482, -2.3807, -5.4741], [0.6755, -1.7962, -6.2585], [-0.9089, -0.6844, -4.7061], [-2.7441, 3.4191, 1.8400], [-3.8518, 2.5872, 1.7798], [-3.6577, 1.2232, 1.7252], [-2.3656, 0.7100, 1.6604], [-1.2321, 1.5361, 1.5995], [-1.4568, 2.9055, 1.7668], [-2.0634, -0.7130, 1.6817], [-3.0464, -1.7249, 1.6818], [-2.6603, -3.0193, 1.5679], [-1.2874, -3.3529, 1.5809], [-0.8350, -4.6892, 1.5211], [0.4912, -4.9732, 1.6724], [1.4057, -3.9318, 1.9254], [0.9967, -2.6284, 1.9541], [-0.3554, -2.3089, 1.7268], [-0.7641, -0.9842, 1.7063], [-2.8759, 4.4903, 1.9275], [-4.8521, 2.9976, 1.8070], [-4.5124, 0.5605, 1.7477], [-0.6382, 3.6007, 1.8603], [-4.0910, -1.4611, 1.7377], [-3.3976, -3.8097, 1.4926], [-1.5617, -5.4785, 1.3728], [0.8394, -5.9966, 1.6293], [2.4460, -4.1680, 2.1067], [1.6971, -1.8307, 2.1413]]
}

No. 4
{
  "formula": "C26H18N5O4",
  "method": "the ωB97M-V functional and the def2-TZVPD basis",
  "max_force_ha_per_bohr": 0.053,
  "e_homo_ev": -4.2485,
  "gap_ev": 7.145,
  "charge": -1,
  "elements": ["C", "C", "C", "C", "C", "C", "C", "C", "C", "C", "C", "C", "O", "C", "C", "C", "C", "C", "C", "C", "O", "C", "C", "H", "H", "H", "H", "H", "H", "H", "H", "H", "H", "H", "H", "H", "H", "H", "O", "N", "C", "C", "N", "N", "N", "N", "C", "C", "C", "O", "H", "H", "H"],
  "xyz": [[-3.3776, 2.9982, 2.6926], [-2.1879, 3.4144, 3.3020], [-1.0394, 2.6210, 3.1987], [-1.0516, 1.4422, 2.4556], [0.1715, 0.5153, 2.1785], [1.4633, 0.8301, 2.9629], [2.8128, 0.1724, 2.6514], [3.0969, -0.9835, 1.9002], [4.3404, -1.6128, 1.9264], [5.3575, -1.1180, 2.7421], [5.1107, 0.0319, 3.5067], [3.8754, 0.6774, 3.4302], [1.4308, 1.5658, 3.9425], [-0.0695, -0.9506, 2.6043], [-1.4434, -1.5220, 2.8660], [-2.2285, -1.0380, 3.9139], [-3.3792, -1.7329, 4.2935], [-3.7360, -2.9098, 3.6227], [-2.9143, -3.4200, 2.6099], [-1.7416, -2.7594, 2.2812], [0.8592, -1.6926, 2.8895], [-2.2192, 1.0882, 1.7630], [-3.4014, 1.8144, 1.9391], [-4.2873, 3.5983, 2.7972], [-2.1231, 4.3610, 3.8421], [-0.1263, 2.9219, 3.6971], [2.3814, -1.4626, 1.2344], [4.4918, -2.4925, 1.2950], [6.3363, -1.6067, 2.7667], [5.8848, 0.4551, 4.1526], [3.7077, 1.5860, 4.0211], [-1.9296, -0.1124, 4.4143], [-3.9961, -1.3369, 5.1046], [-4.6519, -3.4372, 3.8904], [-3.1670, -4.3279, 2.0603], [-1.0710, -3.1947, 1.5414], [-2.1878, 0.2431, 1.0633], [-4.3279, 1.4560, 1.4706], [-0.7353, -1.4486, 0.2420], [0.4676, -1.4880, -0.1477], [1.1640, -0.2484, -0.1191], [0.4637, 0.7534, 0.7228], [1.2642, 1.9853, 0.6474], [0.9671, 3.1121, 1.3501], [1.9294, 3.9563, 1.1225], [2.8694, 3.4264, 0.3005], [2.4362, 2.1836, -0.0258], [3.0035, 1.1442, -0.7995], [2.3299, -0.0583, -0.8582], [1.0188, -2.5490, -0.5140], [-0.4698, 0.9595, 0.1891], [3.9536, 1.3697, -1.2856], [2.6698, -0.9102, -1.4545]]
}